1.
Density functional theory data (ωB97M-V/def2-TZVPD) for a 2-piece molecular cluster, C2H10NO overall at a distorted geometry.

ORCA input file:
```
! RIJCOSX wB97M-V def2-TZVPD def2/J DEFGRID3
* xyz 1 1
C 1.4795 0.7903 0.3788
N 1.5730 -0.1564 -0.7662
H 2.5534 -0.4473 -0.8367
H 1.0962 -1.0392 -0.5698
H 1.3016 0.1801 -1.6854
H 1.8671 1.7468 0.0125
H 2.0924 0.4806 1.2148
H 0.4632 1.0858 0.5871
C -2.3599 -0.2495 0.1818
O -0.9539 -0.5654 0.1311
H -0.8017 -1.1494 0.8868
H -2.8289 -1.0608 -0.3850
H -2.8580 -0.2998 1.1458
H -2.6239 0.6844 -0.2956
*
```

Calculated values
**Highest occupied orbital energy**: -14.5 eV
**Energy above the lowest of the compared OMol25 structures with the same formula, charge and spin**: 30.1 kcal/mol
**Lowest unoccupied orbital energy**: -0.1362 Eh
**Kohn-Sham gap**: 10.8 eV

---

2.
Density functional theory data (ωB97M-V/def2-TZVPD) for a 2-piece molecular cluster, C2H10NO overall at a distorted geometry.

ORCA input file:
```
! RIJCOSX wB97M-V def2-TZVPD def2/J DEFGRID3
* xyz 1 1
O -2.1949 -1.1752 -1.0271
H -2.8553 -1.8660 -1.1230
H 0.4765 -1.4599 -0.2238
H -2.3022 -0.8603 -1.9358
C 1.3817 1.4243 1.0949
C 1.0439 0.6656 -0.1732
N 0.1987 -0.6073 0.2278
H 1.1781 2.4843 0.9212
H 0.6481 1.2950 1.9042
H 2.3324 1.1222 1.5173
H 0.3628 1.1899 -0.8284
H 1.9402 0.2103 -0.5728
H 0.3356 -0.8080 1.2115
H -0.8138 -0.4409 0.1434
*
```

Calculated values
**Highest occupied orbital energy**: -16.4 eV
**Energy above the lowest of the compared OMol25 structures with the same formula, charge and spin**: 13.8 kcal/mol
**Lowest unoccupied orbital energy**: -0.1235 Eh
**Kohn-Sham gap**: 13.0 eV

---

3.
Density functional theory data (ωB97M-V/def2-TZVPD) for a 2-piece molecular cluster, C2H10NO overall at a distorted geometry.

ORCA input file:
```
! RIJCOSX wB97M-V def2-TZVPD def2/J DEFGRID3
* xyz 1 1
C 0.5368 0.8212 -1.9386
N 0.6112 0.1660 -0.5734
C -0.1689 0.8288 0.5490
H 0.6349 1.9389 -1.8294
H 1.3227 0.4939 -2.6538
H -0.3769 0.4160 -2.4486
H 1.5573 0.0088 -0.3464
H 0.2224 -0.7813 -0.5192
H -0.1582 0.0930 1.3758
H -1.1276 1.1193 0.0618
H 0.3276 1.7348 0.8466
H -0.6723 -2.3897 2.0449
H -1.4991 -1.1252 2.3334
O -0.8773 -1.5412 1.6711
*
```

Calculated values
**Highest occupied orbital energy**: -16.0 eV
**Energy above the lowest of the compared OMol25 structures with the same formula, charge and spin**: 23.2 kcal/mol
**Lowest unoccupied orbital energy**: -0.1204 Eh
**Kohn-Sham gap**: 12.7 eV

---

4.
Density functional theory data (ωB97M-V/def2-TZVPD) for a 2-piece molecular cluster, C2H10NO overall at a distorted geometry.

ORCA input file:
```
! RIJCOSX wB97M-V def2-TZVPD def2/J DEFGRID3
* xyz 2 2
C -0.8437 1.0770 2.0976
O -1.3659 0.9506 0.8017
H -2.3265 0.7015 0.7561
H -0.9485 0.1454 2.7247
H 0.1460 1.4426 1.8797
H -1.4258 1.8168 2.7269
C 1.1715 -0.9572 -2.0321
N 0.5677 -0.6160 -0.6479
H 0.5252 -1.2531 0.1677
H 1.0888 0.2078 -0.3148
H -0.4023 -0.3679 -0.8432
H 2.2592 -1.0646 -2.1743
H 0.7197 -0.1759 -2.6618
H 0.8347 -1.9070 -2.4804
*
```

Calculated values
**Highest occupied orbital energy (spin up / spin down)**: -21.9 / -21.9 eV
**Energy above the lowest of the compared OMol25 structures with the same formula, charge and spin**: 18.1 kcal/mol
**Lowest unoccupied orbital energy (spin up / spin down)**: -0.3101 / -0.5562 Eh
**Kohn-Sham gap (spin up / spin down)**: 13.5 / 6.8 eV
**Expectation value of S²**: 0.75

---

5.
Density functional theory data (ωB97M-V/def2-TZVPD) for a 3-piece molecular cluster, C2H10NO2 overall at a distorted geometry.

ORCA input file:
```
! RIJCOSX wB97M-V def2-TZVPD def2/J DEFGRID3
* xyz 1 1
C -1.1349 -0.6176 1.6824
C 0.1175 1.3445 1.0272
N -0.1215 0.1126 0.9225
H -0.6932 -1.4099 2.2874
H -1.7692 -1.3093 1.0934
H -1.8818 -0.0557 2.1912
H -0.5325 2.0879 1.5478
H 1.0267 1.9665 0.7142
H 0.5089 -0.4627 0.3517
H -0.1233 0.6611 -3.1825
H 0.6486 1.7236 -2.4536
O 0.1052 0.9442 -2.2869
H 0.9829 -1.3241 -1.9294
H 1.6216 -2.2772 -0.9628
O 1.2451 -1.3838 -1.0026
*
```

Calculated values
**Highest occupied orbital energy**: -15.5 eV
**Energy above the lowest of the compared OMol25 structures with the same formula, charge and spin**: 26.2 kcal/mol
**Lowest unoccupied orbital energy**: -0.1649 Eh
**Kohn-Sham gap**: 11.0 eV

---

6.
Density functional theory data (ωB97M-V/def2-TZVPD) for a 3-piece molecular cluster, C2H10NO2 overall at a distorted geometry.

ORCA input file:
```
! RIJCOSX wB97M-V def2-TZVPD def2/J DEFGRID3
* xyz 2 2
C -1.2236 -0.5545 -0.1844
C -0.9387 -1.5890 -1.0907
N -0.2631 0.4855 0.1424
H -2.1945 -0.4112 0.2886
H -1.6734 -2.3712 -1.2788
H -0.0089 -1.6584 -1.6558
H 0.6397 0.1600 -0.2550
H -0.5655 1.3548 -0.3323
H -0.2388 0.5854 1.2105
H -0.4131 -0.5333 3.3911
H 0.1837 0.9466 3.2672
O 0.0207 0.1140 2.8297
H 1.9593 0.7707 -2.6566
H 2.3541 1.8346 -1.9044
O 2.3621 0.8660 -1.7714
*
```

Calculated values
**Highest occupied orbital energy (spin up / spin down)**: -19.3 / -19.3 eV
**Energy above the lowest of the compared OMol25 structures with the same formula, charge and spin**: 24.9 kcal/mol
**Lowest unoccupied orbital energy (spin up / spin down)**: -0.4121 / -0.5512 Eh
**Kohn-Sham gap (spin up / spin down)**: 8.1 / 4.3 eV
**Expectation value of S²**: 0.75

---

7.
Density functional theory data (ωB97M-V/def2-TZVPD) for a 3-piece molecular cluster, C2H10NO2S overall at a distorted geometry.

ORCA input file:
```
! RIJCOSX wB97M-V def2-TZVPD def2/J DEFGRID3
* xyz -1 1
C 1.5752 0.2937 0.2607
C 1.4496 -1.1051 1.0572
S -0.3183 -1.7353 0.9943
N 0.8763 1.2225 1.1252
H 1.1388 0.2594 -0.8155
H 2.7126 0.4158 0.1605
H 1.9673 -0.9083 2.0837
H 1.9559 -1.8565 0.3594
H 1.4912 1.5193 1.8612
H 0.3605 0.5342 1.5643
H -0.5935 2.1879 0.4958
H -1.6930 1.3375 0.2841
O -1.5307 2.2988 0.3310
H -1.6335 1.0056 -3.5690
H -1.9476 -0.5028 -3.8677
O -1.3378 0.2115 -4.1121
*
```

Calculated values
**Highest occupied orbital energy**: -2.9 eV
**Energy above the lowest of the compared OMol25 structures with the same formula, charge and spin**: 30.6 kcal/mol
**Lowest unoccupied orbital energy**: 0.1312 Eh
**Kohn-Sham gap**: 6.5 eV

---

8.
Density functional theory data (ωB97M-V/def2-TZVPD) for C2H10NO3 as an isolated structure at a distorted geometry.

ORCA input file:
```
! RIJCOSX wB97M-V def2-TZVPD def2/J DEFGRID3
* xyz 0 2
C 0.6400 0.5180 -0.2620
O -0.6870 0.1260 0.1581
C 1.4557 -0.4580 -1.1545
N 1.0751 -1.8677 -0.9534
H 1.2695 0.5668 0.7423
H 0.7781 1.4499 -0.8492
H 2.4705 -0.3473 -0.9577
H 1.3538 0.0772 -2.1628
H 0.4738 -2.2165 -1.6098
H 0.6128 -1.8448 -0.0422
H -1.7442 0.7297 -0.1482
H -3.2909 0.1319 -0.2262
O -2.8135 1.0217 -0.4337
H -0.4895 0.0878 3.1602
H -0.7232 1.0184 1.9322
O -0.3811 1.0068 2.8069
*
```

Calculated values
**Highest occupied orbital energy (spin up / spin down)**: -9.9 / -9.9 eV
**Energy above the lowest of the compared OMol25 structures with the same formula, charge and spin**: 40.9 kcal/mol
**Lowest unoccupied orbital energy (spin up / spin down)**: 0.0218 / -0.1312 Eh
**Kohn-Sham gap (spin up / spin down)**: 10.5 / 6.3 eV
**Expectation value of S²**: 0.76

---

9.
Density functional theory data (ωB97M-V/def2-TZVPD) for a 4-piece molecular cluster, C2H10NO4 overall at a distorted geometry.

ORCA input file:
```
! RIJCOSX wB97M-V def2-TZVPD def2/J DEFGRID3
* xyz 1 1
O 1.1448 1.3085 1.2236
C 2.0961 0.4495 1.0040
O -0.8849 -1.2067 1.2268
C 1.9773 -0.4548 -0.0932
N 0.7869 -0.1143 -0.9633
H -0.9878 -1.4951 2.0733
H 2.9979 0.4718 1.7090
H 2.3661 -1.4501 -0.5346
H 1.0711 -0.0523 -1.9528
H 0.3652 0.7520 -0.6741
H 0.1100 -0.9548 -0.8118
H -1.8879 0.3770 -1.0506
H -2.9097 -1.3725 -1.4856
O -2.1483 -0.9557 -0.9994
H -1.7189 -1.1676 0.6901
H -2.2121 1.9390 -1.0835
O -1.5044 1.3270 -0.9012
*
```

Calculated values
**Highest occupied orbital energy**: -13.5 eV
**Energy above the lowest of the compared OMol25 structures with the same formula, charge and spin**: 198.9 kcal/mol
**Lowest unoccupied orbital energy**: -0.3587 Eh
**Kohn-Sham gap**: 3.8 eV

---

10.
Density functional theory data (ωB97M-V/def2-TZVPD) for a 2-piece molecular cluster, C2H10NOS2 overall at a distorted geometry.

ORCA input file:
```
! RIJCOSX wB97M-V def2-TZVPD def2/J DEFGRID3
* xyz 1 1
N 0.3095 0.5596 0.3358
C -0.7644 -0.3937 -0.2028
C -0.1009 -1.8458 -0.7163
S 1.6400 -1.9245 -0.3539
S 2.5593 -0.7258 -1.5512
H 0.8618 -0.0015 1.0228
H -0.3515 1.3455 0.8236
H 0.7585 1.0369 -0.4601
H -1.3340 0.0966 -0.9466
H -1.5010 -0.6535 0.5725
H -0.7696 -2.7820 -0.2874
H -0.3488 -1.9339 -1.7515
H 2.4478 -1.2490 -2.9047
H -1.1349 3.6099 2.0190
H -0.8177 2.1495 2.4760
O -1.4540 2.7116 1.9248
*
```

Calculated values
**Highest occupied orbital energy**: -13.0 eV
**Energy above the lowest of the compared OMol25 structures with the same formula, charge and spin**: 44.0 kcal/mol
**Lowest unoccupied orbital energy**: -0.1295 Eh
**Kohn-Sham gap**: 9.4 eV